(1)
Density functional theory data (wB97M-V/def2-TZVPD) for a structure of composition C35H26BrIN2O6Pb.

Geometry as XYZ:
```
72
Properties=species:S:1:pos:R:3:forces:R:3
Pb 0.528729 -0.346459 0.257547 -0.8 1.0 0.4
C -3.342637 -1.101059 3.495562 0.0 0.1 0.0
C -3.058891 0.375029 3.473707 -0.1 0.2 0.2
N -3.922137 1.197710 4.019040 0.2 0.1 -0.2
C -3.661770 2.538447 3.983430 -0.1 -0.4 0.1
C -2.566669 3.072141 3.364606 0.1 0.0 0.0
C -2.363840 4.563529 3.404254 0.2 -0.1 0.1
O -1.199568 4.970225 4.152801 -0.3 0.1 -0.1
C -1.615221 2.216982 2.750950 0.0 -0.1 -0.2
C -0.512098 2.775770 1.990146 -0.1 -0.1 0.0
N 0.432130 2.052975 1.532783 0.3 -0.2 -0.2
C 1.557683 2.473994 0.789905 0.0 0.1 0.0
C 2.052015 3.782243 0.714544 0.0 -0.1 0.1
C 3.257881 4.018928 0.060329 -0.1 0.0 0.0
C 3.956308 2.962329 -0.519264 -0.1 0.0 0.0
C 3.418123 1.674028 -0.484583 -0.1 0.0 0.0
C 2.211631 1.401747 0.158945 -0.1 -0.1 -0.1
I 2.200998 -2.494802 1.190187 0.8 -0.8 0.3
C -1.799785 0.792811 2.852207 0.2 0.0 0.1
O -0.983417 -0.091983 2.471323 -0.4 0.1 0.1
H -4.246805 -1.289709 4.076232 0.0 0.0 -0.1
H -2.493648 -1.645311 3.917082 -0.1 0.0 0.0
H -3.472268 -1.465598 2.470698 0.0 0.0 0.1
H -4.389262 3.180164 4.475448 0.1 -0.1 0.0
H -3.209835 5.023145 3.910142 -0.1 0.0 0.0
H -2.316073 4.976511 2.392968 0.1 0.1 -0.1
H -0.490025 4.361123 3.931185 0.0 -0.1 0.0
H -0.546679 3.853154 1.775131 0.1 0.1 0.1
H 1.514763 4.603098 1.183867 0.1 0.0 0.0
H 3.656568 5.029136 0.013805 0.0 -0.1 0.0
H 4.909103 3.147504 -1.007270 0.0 0.0 0.0
H 3.969969 0.866466 -0.965932 -0.1 0.1 0.0
Br -5.566995 -3.271006 -1.168892 0.0 0.0 0.0
C -3.719003 -3.296688 -1.612794 0.1 -0.1 -0.1
C -3.158885 -4.497294 -2.036954 0.0 0.0 0.0
C -1.821793 -4.516861 -2.377089 0.0 -0.1 0.0
C -1.055942 -3.349872 -2.321234 0.0 0.2 -0.1
C -1.640552 -2.159472 -1.901134 0.0 0.1 0.0
C -2.980935 -2.133533 -1.523876 0.0 -0.2 0.1
C 0.356846 -3.488740 -2.756733 -0.8 0.3 0.9
O 0.874471 -4.517628 -3.025670 0.6 -0.8 -0.3
O 1.089848 -2.334955 -3.009133 0.4 0.2 -0.7
H -3.759061 -5.394534 -2.099648 0.0 0.0 0.0
H -1.346838 -5.435334 -2.700442 0.0 0.1 0.0
H -1.089650 -1.222761 -1.835104 -0.2 -0.2 -0.1
H -3.398191 -1.204522 -1.149063 0.0 0.1 -0.1
C 1.213752 -1.239376 -2.305551 -0.3 0.1 -0.1
C 1.924908 -0.270968 -3.146039 0.5 0.2 -0.2
C 1.435284 1.033981 -3.261729 -0.2 -0.2 0.2
C 2.134430 1.958674 -4.021896 0.0 0.0 -0.1
C 3.345534 1.616328 -4.611391 0.0 -0.1 0.1
C 3.847518 0.326322 -4.474603 0.0 -0.1 0.0
C 3.127438 -0.626651 -3.769535 -0.1 0.1 0.1
H 0.497954 1.289298 -2.763146 0.2 0.0 0.0
H 1.740806 2.962338 -4.135837 0.0 0.0 0.0
H 3.909413 2.358761 -5.164793 0.0 0.0 0.0
H 4.799269 0.058568 -4.922313 -0.1 0.0 0.0
H 3.507569 -1.634753 -3.648797 0.0 0.0 0.0
O -3.488795 0.710389 -0.891949 0.2 0.3 -0.1
C -2.559021 1.408001 -1.342333 0.3 -0.1 0.0
O -1.348808 1.078457 -1.523097 -0.4 0.0 -0.1
C -2.915905 2.845720 -1.747953 0.0 -0.1 0.0
C -1.948551 3.707465 -2.252972 0.0 0.1 0.0
C -2.279330 5.009048 -2.618660 -0.1 -0.1 0.1
C -3.588538 5.456993 -2.482788 0.0 0.0 0.0
C -4.563595 4.596423 -1.986828 0.1 -0.1 0.0
C -4.225432 3.296807 -1.623017 0.0 0.2 0.0
H -0.934426 3.338019 -2.348751 0.0 0.0 0.0
H -1.518896 5.677214 -3.005456 0.0 0.0 0.0
H -3.847046 6.476285 -2.753540 0.0 -0.1 0.0
H -5.584532 4.944925 -1.882210 0.0 0.0 0.0
H -4.960897 2.605364 -1.232722 0.0 0.0 0.0
```
Forces are in eV/Å.

As for the total charge: -2.

Atomic partial charges in e from the Löwdin method, atoms 1 to 8: 0.9137 -0.0459 -0.2683 0.0807 -0.1495 -0.1954 -0.2196 -0.0800

(2)
Density functional theory data (wB97M-V/def2-TZVPD) for an isolated molecule of C4H6N2O.

Geometry as XYZ:
```
13
Properties=species:S:1:pos:R:3:forces:R:3
C 1.584132 -0.720229 -0.196454 0.2 -0.1 -0.2
C 0.614345 -0.118150 0.789627 -0.3 0.0 -0.1
C 0.098742 1.138988 0.503158 0.0 -0.1 -0.2
C -1.175464 0.827730 -0.002877 -0.1 -0.1 0.2
O -1.959245 1.660253 -0.709201 -0.3 0.0 0.1
N -1.504088 -0.447271 0.145541 -0.6 0.5 0.7
N -0.454679 -0.967504 0.835532 0.1 -0.2 -0.3
H 0.803172 -0.805479 -1.004195 1.4 -0.1 -0.1
H 1.943134 -1.727883 0.032675 0.1 0.2 0.1
H 2.392578 -0.062126 -0.515010 0.0 -0.1 0.2
H 0.627811 2.080453 0.434823 0.0 -0.3 -0.3
H -2.667357 1.103965 -1.065235 -0.1 0.2 0.0
H -0.303081 -1.962746 0.751617 -0.2 0.1 -0.1
```
Forces are in eV/Å.

As for the SMILES: Cc1cc(O)n[nH]1.

Atomic partial charges in e from the natural (NBO) method, atoms 1 to 8: -0.6203 0.1396 -0.3495 0.4243 -0.6583 -0.3560 -0.3403 0.2138

(3)
Density functional theory data (wB97M-V/def2-TZVPD) for an isolated molecule of C4H8O2S2.

Geometry as XYZ:
```
16
Properties=species:S:1:pos:R:3:forces:R:3
C -1.297453 -0.332140 3.051797 -0.6 -0.4 0.0
S -1.657411 0.648510 1.570219 -0.1 -0.2 0.0
S -1.239557 -0.696602 0.093701 0.7 0.1 0.6
C 0.594692 -0.541045 -0.172420 -1.5 -1.1 -1.4
C 0.867867 0.780207 -0.895817 0.4 0.6 0.2
C 0.462912 0.668540 -2.366472 0.2 -1.4 0.6
O -0.536464 0.995354 -2.938000 0.0 0.8 0.4
O 1.367590 -0.135315 -3.004281 -0.2 0.7 -0.3
H -0.247940 -0.579109 3.050000 0.3 0.2 0.4
H -1.647011 0.229099 3.918515 0.5 0.3 0.0
H -1.858663 -1.269502 3.107163 0.0 0.1 -0.5
H 0.639566 -1.391992 -0.870883 0.4 0.3 -0.3
H 1.249202 -0.917259 0.608360 -0.1 0.8 0.6
H 1.923375 1.058185 -0.854066 0.1 -0.3 -0.1
H 0.359977 1.599906 -0.386014 -0.3 -0.1 -0.2
H 1.019312 -0.116842 -3.911809 0.3 -0.4 -0.1
```
Forces are in eV/Å.

As for the SMILES: CSSCCC(=O)O.

Atomic partial charges in e from the natural (NBO) method, atoms 1 to 8: -0.7514 0.0849 0.0894 -0.5204 -0.5372 0.7929 -0.5687 -0.6980

In kJ/mol, the relative energy (zero: lowest compared OMol25 entry of this formula, charge and spin) values for the records above are, in order, 67.1; 281.2; 35.5.